# 1
The following is a quantum chemistry calculation of a structure of composition C7H13NO in a non-equilibrium geometry, from the OMol25 dataset.

```
22
Properties=species:S:1:pos:R:3
C -1.29339 0.75523 -1.87532
C -1.30651 0.01496 -0.58350
C -2.45843 -0.37467 0.01570
C 0.03316 -0.14686 -0.04491
C 0.18273 -0.56574 1.33863
C 1.53180 0.30411 1.27699
C 0.78315 1.09964 0.08030
H -0.49115 1.67816 -1.99927
H -1.11229 -0.10529 -2.61440
H -2.22767 1.02037 -2.29540
H -2.70716 -0.70212 1.03561
H -3.34933 -0.24271 -0.61074
H 0.15930 -1.62120 -1.04112
H 0.49167 -1.57553 1.21063
H -0.57769 -0.33984 2.19120
H 1.76814 0.83194 2.14791
H 3.10758 -0.74299 1.80010
H 2.25328 -1.41531 0.26198
H 1.46483 1.44708 -0.62229
H 0.19847 2.05766 0.36039
N 2.74740 -0.44804 0.83458
O 0.80212 -0.92885 -0.86709
```

The calculation puts the HOMO energy at -8.972 eV. The LUMO energy comes out at 0.78 eV.

Results of the Mulliken charge analysis, in e, for atoms 1 through 5: C -1.1622; C 0.0540; C -1.0160; C 1.7487; C -1.2507



# 2
The following is a quantum chemistry calculation of a structure of composition C27H27Cl6N6O4V in a non-equilibrium geometry, from the OMol25 dataset.

```
71
Properties=species:S:1:pos:R:3
O 1.83334 3.48180 0.42417
V 0.46165 4.19648 0.15723
N -0.22569 1.15592 -0.97652
O 0.78727 1.19370 -1.66591
O -0.54188 2.22857 -0.55824
O -0.96862 0.19862 -0.80705
N -0.59411 3.78976 2.02325
C -0.58812 2.55919 2.70827
C -1.24044 2.35130 3.96856
C -1.85720 3.37757 4.64143
C -1.95504 4.58848 3.94429
C -1.35502 4.72834 2.70002
H -0.07788 1.70236 2.29365
H -1.16172 1.36128 4.39290
H -2.31493 3.28541 5.61528
H -2.26627 5.45307 4.51176
H -1.17189 5.75603 2.42305
N 5.65569 1.42704 -6.07945
C 6.06890 1.16651 -4.81921
C 5.14190 1.08604 -3.78901
C 3.78060 1.41644 -4.09623
C 3.38261 1.72819 -5.34025
C 4.32257 1.70729 -6.36630
H 7.07933 0.82070 -4.65844
H 5.47533 0.59401 -2.88728
H 2.98991 1.30266 -3.36941
H 2.31770 1.80509 -5.50287
H 3.93552 1.79245 -7.37096
N -1.68027 -4.44085 2.90220
C -0.99817 -3.80573 3.88726
C -0.64654 -2.43987 3.79651
C -1.07936 -1.72148 2.69483
C -1.76661 -2.36777 1.68041
C -2.06864 -3.73432 1.80850
H -0.68879 -4.44163 4.70355
H -0.01465 -1.99771 4.55256
H -0.83305 -0.67239 2.62311
H -2.16842 -1.78097 0.86763
H -2.63066 -4.27331 1.06016
N 2.39945 1.07027 2.01904
C 3.21186 0.97646 3.16769
C 3.58504 -0.23947 3.77419
C 3.39544 -1.38719 2.95548
C 2.61903 -1.26203 1.80419
C 2.10092 -0.07744 1.35746
H 3.46956 1.85204 3.74506
H 3.99612 -0.31247 4.77023
H 3.59216 -2.36998 3.35775
H 2.36830 -2.16905 1.27423
H 1.54371 -0.11518 0.43307
N -4.59501 -1.89167 -2.34745
C -3.34383 -1.59496 -1.94456
C -2.34639 -2.54675 -1.82305
C -2.73093 -3.92381 -2.00119
C -4.01005 -4.18578 -2.27942
C -4.93620 -3.17801 -2.45137
H -3.20305 -0.53232 -1.81272
H -1.30680 -2.29319 -1.67684
H -2.07288 -4.77493 -1.90651
H -4.25498 -5.22459 -2.44463
H -5.96479 -3.37426 -2.71571
C 0.75641 -1.65395 -4.05146
Cl 0.12500 -3.29904 -3.88880
Cl 0.86043 -1.20851 -5.79916
Cl 2.31086 -1.47779 -3.28001
H 0.04620 -0.98824 -3.56101
C -3.90682 2.32942 0.53480
Cl -4.35458 3.78620 1.55806
Cl -5.28333 1.79966 -0.33571
Cl -3.29705 1.06805 1.62661
H -3.11193 2.62025 -0.15199
```

Its multiplicity is 3. The calculation puts the HOMO energy (spin up / spin down) at -8.840 / -9.136 eV. The LUMO energy (spin up / spin down) comes out at -1.56 / -1.63 eV.

Results of the Mulliken charge analysis, in e, for atoms 1 through 5: O -0.5989; V 1.0921; N 0.6428; O -0.5822; O -0.3627



# 3
The following is a quantum chemistry calculation of a structure of composition AgH16O12P in a non-equilibrium geometry, from the OMol25 dataset.

```
30
Properties=species:S:1:pos:R:3
Ag -0.46983 -0.21593 -0.02912
P 1.42648 1.56704 -1.36421
O 1.41004 0.09247 -1.36625
O 1.40203 0.95449 0.11473
O 0.11284 2.00308 -0.86057
O 2.40307 2.20724 -0.47367
O -2.13857 0.87605 -1.41899
H -2.54242 1.44816 -2.14059
H -1.36232 1.43677 -1.23195
O -1.11581 -2.95433 0.45868
H -1.55483 -3.52791 1.01858
H -0.54282 -2.41636 0.94250
O 0.90554 1.07430 2.34210
H 1.06392 1.09036 1.28153
H -0.06091 1.13956 2.38281
O 2.79937 -1.77949 -1.18805
H 3.42430 -1.52248 -1.85826
H 2.16560 -0.96964 -1.24662
O -1.29124 2.29406 1.03687
H -0.81510 2.19514 0.22994
H -2.01448 2.87629 0.81539
O -1.68304 -0.45327 2.07900
H -2.32471 0.26058 1.95615
H -2.01475 -0.86886 2.90075
O 1.16310 -1.43465 0.90403
H 1.27505 -0.52246 0.46991
H 1.68565 -1.93634 0.28756
O -0.48370 -1.40996 -2.05783
H -1.07855 -0.65850 -2.18285
H 0.25612 -0.84537 -1.80159
```

The calculation puts the HOMO energy at 2.406 eV. Its net charge is -2. The LUMO energy comes out at 5.17 eV.

Results of the Mulliken charge analysis, in e, for atoms 1 through 5: Ag -0.9556; P -1.1180; O 0.8918; O -0.8108; O -0.3823



# 4
The following is a quantum chemistry calculation of a structure of composition C20H20AuN5OS, from the OMol25 dataset.

```
48
Properties=species:S:1:pos:R:3
Au 1.09828 0.39712 -0.40699
N -2.38658 -2.11655 -1.02240
C -2.61999 -3.18847 -0.11148
C -3.76175 -3.95204 -0.25266
C -4.01021 -4.99640 0.62966
C -3.11205 -5.27030 1.64497
C -1.96096 -4.50183 1.78069
C -1.71832 -3.46015 0.90503
S -0.24394 -2.50050 1.12354
N -0.29524 -1.44751 -0.20930
C -1.27399 -1.36307 -1.04309
C -1.15810 -0.32494 -2.11393
C -2.01121 -0.24258 -3.19740
C -1.80128 0.71810 -4.17810
C -0.72149 1.57485 -4.06766
C 0.10170 1.45473 -2.96643
N -0.12328 0.53934 -2.01306
H -3.09672 -1.97354 -1.71790
H -4.46233 -3.73558 -1.05102
H -4.90541 -5.59089 0.51535
H -3.29772 -6.08061 2.33556
H -1.25584 -4.71761 2.57397
H -2.82723 -0.93901 -3.31847
H -2.47121 0.77997 -5.02501
H -0.51251 2.33013 -4.81108
H 0.95010 2.10651 -2.82025
C 0.40515 4.93221 0.85354
C -0.65871 4.09667 0.54883
C -0.43305 2.78653 0.13358
C 0.88202 2.37253 0.06609
C 1.97013 3.16565 0.35592
C 1.71072 4.47337 0.75713
H 0.21532 5.94922 1.16795
H -1.67674 4.45355 0.62897
H -1.26695 2.13387 -0.08563
H 2.98797 2.81121 0.27071
H 2.53930 5.12841 0.99094
C 3.25660 0.43816 3.71057
N 4.07613 0.44374 2.49605
C 3.56605 0.33329 1.28244
N 4.36344 0.40956 0.20371
O 2.30140 0.16686 1.18139
H 3.90646 0.21675 4.55126
H 2.49340 -0.33092 3.63839
H 2.78586 1.40776 3.86219
H 5.07554 0.51977 2.59575
H 5.36392 0.47451 0.30008
H 4.01330 0.11811 -0.69240
```

The calculation puts the HOMO energy at -12.958 eV. Its net charge is +2. The LUMO energy comes out at -7.35 eV.

Results of the Mulliken charge analysis, in e, for atoms 1 through 5: Au 0.8250; N -0.0569; C 0.3839; C -0.6575; C -0.6485



# 5
The following is a quantum chemistry calculation of a cluster of 3 separate species, C10H25NO6P in total, from the OMol25 dataset.

```
43
Properties=species:S:1:pos:R:3
C 1.65254 -0.42815 0.98396
C 0.92497 -0.15016 -0.32930
C 0.45664 1.32339 -0.44666
P -0.98173 1.56111 0.59050
C -2.44449 0.64594 -0.00148
N -2.62739 -0.52722 0.85729
H 2.11792 -1.40226 0.96286
H 2.40229 0.33774 1.13068
H 0.97831 -0.44556 1.83058
H 1.62277 -0.32696 -1.13618
H 0.07919 -0.82070 -0.44468
H 0.21427 1.53356 -1.48293
H 1.26677 1.97172 -0.14216
H -1.33076 2.91099 0.67746
H -0.70949 1.17455 1.89697
H -3.30829 1.29367 0.01942
H -2.30097 0.35919 -1.03819
H -2.33995 -1.37024 0.37670
H -3.60814 -0.63369 1.08586
C -3.08550 -1.62432 4.24822
O -2.99609 -3.04587 4.30626
C -1.76765 -3.49966 4.57712
O -0.78484 -2.81534 4.71028
O -1.82074 -4.82399 4.65105
C -0.57085 -5.45753 4.94935
H -4.11700 -1.38741 3.99936
H -2.83934 -1.18062 5.21094
H -2.42589 -1.23339 3.47586
H -0.19708 -5.13028 5.91667
H 0.16209 -5.24346 4.17446
H -0.77088 -6.52365 4.97768
C 3.29400 2.97936 -2.89726
O 2.15763 2.79505 -3.74278
C 2.42667 2.91235 -5.05295
O 3.50546 3.14885 -5.52134
O 1.29488 2.71824 -5.72433
C 1.43043 2.81894 -7.14908
H 2.93180 2.86006 -1.87838
H 4.05612 2.22909 -3.09823
H 3.71544 3.97548 -3.01034
H 2.12333 2.06795 -7.52100
H 1.77110 3.81227 -7.43088
H 0.44243 2.64097 -7.56138
```

The calculation puts the HOMO energy at -13.074 eV. Its net charge is +1. The LUMO energy comes out at -2.84 eV.

Results of the Mulliken charge analysis, in e, for atoms 1 through 5: C -1.1664; C -0.3725; C -0.5274; P 0.2081; C -0.6248



# 6
The following is a quantum chemistry calculation of a cluster of 3 separate species, C2H9NO in total in a non-equilibrium geometry, from the OMol25 dataset.

```
13
Properties=species:S:1:pos:R:3
N -2.52032 -0.72500 -0.24035
H -2.62341 -0.51513 -1.23411
H 0.04463 0.56761 2.68825
H -1.62609 -1.23433 -0.29683
H -2.12345 0.13919 0.13135
C 1.02006 0.51806 -0.91963
O 0.17925 -0.37712 -1.45924
C 1.83640 -0.24088 0.01506
H 0.50276 1.26963 -0.21560
H 1.59037 1.02058 -1.70083
H 2.88688 -0.47354 -0.16821
H 1.48504 -0.61615 0.96515
H -0.65212 0.66707 2.43500
```

The calculation puts the HOMO energy at -9.336 eV. The LUMO energy comes out at -2.24 eV.

Results of the Mulliken charge analysis, in e, for atoms 1 through 5: N -0.7883; H 0.2679; H 0.0039; H 0.3073; H 0.2217



no.,calculated total energy (eV)
1,-11002.9540
2,-146382.0657
3,-38103.6794
4,-45075.3076
5,-33832.4022
6,-5751.9805